Entry 1:
{"formula": "C21H19BrN6OS6SbTi", "method": "ωB97M-V/def2-TZVPD", "s2": 0.757, "gap_ha": [0.184, 0.186], "multiplicity": 2, "relative_energy_ev": 1.7790, "homo_energy_ev": [-1.4, -1.4], "total_charge": -2, "elements": ["Ti", "N", "C", "S", "N", "N", "C", "C", "C", "C", "C", "C", "C", "O", "H", "H", "H", "H", "H", "H", "H", "C", "C", "C", "C", "C", "Br", "N", "C", "H", "H", "H", "H", "H", "H", "S", "Sb", "S", "S", "S", "N", "C", "N", "C", "C", "C", "C", "C", "C", "S", "H", "H", "H", "H", "H", "H"], "positions_angstrom": [[-0.750, 0.872, -0.474], [-1.285, -0.210, 3.968], [-1.538, 0.138, 2.649], [-1.797, -1.142, 1.483], [-1.592, 1.406, 2.398], [-1.882, 1.610, 1.038], [-2.997, 2.202, 0.815], [-3.681, 2.244, -0.466], [-4.844, 3.014, -0.576], [-5.603, 3.009, -1.726], [-5.204, 2.206, -2.799], [-4.076, 1.420, -2.714], [-3.295, 1.429, -1.552], [-2.227, 0.654, -1.483], [-0.914, -1.139, 4.071], [-0.800, 0.507, 4.488], [-3.520, 2.611, 1.680], [-5.138, 3.627, 0.270], [-6.492, 3.624, -1.799], [-5.782, 2.202, -3.716], [-3.720, 0.831, -3.548], [3.464, -5.582, -0.638], [2.167, -4.903, -0.988], [1.278, -5.428, -1.922], [0.100, -4.764, -2.202], [-0.155, -3.581, -1.510], [-1.734, -2.616, -1.901], [0.650, -3.083, -0.605], [1.792, -3.721, -0.366], [3.688, -6.383, -1.344], [3.423, -6.018, 0.363], [4.293, -4.873, -0.653], [1.514, -6.352, -2.438], [-0.606, -5.128, -2.934], [2.447, -3.246, 0.360], [-1.136, 1.587, -4.912], [0.388, 2.043, -3.269], [1.045, 0.171, -1.910], [-0.581, 3.155, -1.363], [2.237, 3.170, -4.005], [1.234, -1.671, 2.193], [1.796, -0.453, 2.101], [1.370, 0.539, 1.387], [2.238, 1.632, 1.532], [2.105, 2.862, 0.899], [3.037, 3.855, 1.147], [4.107, 3.651, 2.018], [4.261, 2.427, 2.651], [3.326, 1.437, 2.392], [3.269, -0.174, 3.039], [0.314, -1.815, 1.761], [1.670, -2.377, 2.753], [1.294, 3.035, 0.199], [2.928, 4.804, 0.640], [4.825, 4.442, 2.195], [5.090, 2.243, 3.324]], "forces_ev_per_angstrom": [[2.1, -0.4, -0.1], [-0.1, -0.1, 0.1], [0.0, -0.1, -0.1], [0.1, 0.1, 0.0], [0.1, 0.0, -0.1], [-1.1, 0.6, 0.9], [-0.2, 0.0, 0.0], [0.0, 0.1, 0.1], [0.0, 0.0, 0.0], [0.0, 0.0, 0.0], [0.0, 0.0, 0.0], [0.0, 0.1, -0.1], [0.1, -0.1, 0.0], [-1.7, -0.2, -0.5], [0.1, 0.0, 0.0], [0.0, 0.0, 0.0], [-0.1, -0.1, 0.0], [0.0, 0.0, 0.0], [0.0, 0.0, 0.0], [0.0, 0.0, 0.0], [0.0, 0.0, 0.0], [0.0, 0.0, 0.0], [0.0, -0.1, 0.0], [0.0, 0.0, 0.0], [0.0, 0.1, 0.0], [-0.2, -0.1, -0.2], [0.1, -0.1, 0.0], [0.1, 0.1, 0.1], [0.0, 0.0, -0.1], [0.0, 0.0, 0.0], [0.0, 0.0, 0.0], [0.0, 0.0, 0.0], [0.0, 0.0, 0.0], [0.0, 0.0, 0.0], [0.0, 0.0, 0.0], [-0.1, -0.1, 0.1], [0.3, 0.3, -0.1], [0.1, -0.2, -0.2], [0.2, -0.2, -0.1], [0.0, 0.0, 0.1], [-0.1, 0.1, -0.2], [0.0, -0.1, 0.0], [0.1, 0.3, 0.1], [-0.1, -0.1, 0.0], [0.0, 0.1, -0.1], [0.0, 0.0, 0.0], [0.0, 0.0, 0.0], [0.0, 0.0, 0.0], [0.0, 0.1, 0.0], [0.0, -0.1, 0.0], [0.0, 0.0, 0.0], [-0.1, 0.0, 0.0], [0.0, 0.0, 0.0], [0.0, 0.0, 0.0], [0.0, 0.0, 0.0], [0.0, 0.0, 0.0]]}



Entry 2:
{"formula": "C21H19Cl2InN3O7S2", "method": "ωB97M-V/def2-TZVPD", "gap_ha": 0.281, "relative_energy_ev": 0.5555, "homo_energy_ev": -5.3, "total_charge": -1, "elements": ["In", "C", "O", "C", "C", "C", "C", "C", "C", "N", "N", "C", "O", "C", "C", "C", "C", "C", "C", "C", "O", "H", "H", "H", "H", "H", "H", "H", "H", "H", "H", "H", "H", "Cl", "C", "Cl", "H", "H", "O", "S", "O", "O", "O", "S", "C", "N", "C", "C", "C", "C", "H", "H", "H", "H", "H"], "positions_angstrom": [[-0.190, 0.021, 0.773], [2.103, -1.801, -4.185], [1.343, -1.078, -3.249], [1.811, 0.145, -2.862], [2.905, 0.767, -3.423], [3.299, 2.035, -2.982], [2.580, 2.656, -1.991], [1.484, 2.025, -1.384], [0.719, 2.786, -0.399], [0.017, 2.228, 0.503], [-0.839, 2.983, 1.274], [-1.865, 2.229, 1.611], [-2.046, 1.007, 1.261], [-2.911, 2.854, 2.464], [-3.087, 4.233, 2.493], [-4.076, 4.790, 3.290], [-4.886, 3.972, 4.066], [-4.706, 2.595, 4.041], [-3.726, 2.033, 3.237], [1.072, 0.738, -1.800], [0.044, 0.072, -1.320], [1.611, -2.765, -4.291], [3.128, -1.956, -3.829], [2.137, -1.298, -5.157], [3.463, 0.283, -4.213], [4.156, 2.519, -3.431], [2.858, 3.648, -1.654], [0.693, 3.874, -0.480], [-2.441, 4.855, 1.887], [-4.217, 5.864, 3.304], [-5.657, 4.408, 4.689], [-5.331, 1.953, 4.649], [-3.575, 0.962, 3.202], [-2.739, -1.570, -1.295], [-1.629, -2.121, -2.552], [-0.733, -3.576, -2.062], [-0.890, -1.343, -2.702], [-2.201, -2.366, -3.438], [0.116, -2.728, 3.369], [-0.967, -1.661, 3.014], [-2.144, -2.024, 3.738], [-1.112, -1.776, 1.515], [-0.423, -0.331, 3.277], [2.203, -0.537, 1.232], [2.242, -2.153, 0.534], [1.653, -3.146, 1.207], [1.667, -4.380, 0.704], [2.295, -4.704, -0.482], [2.926, -3.681, -1.181], [2.897, -2.397, -0.679], [0.762, -2.833, 2.594], [1.149, -5.132, 1.288], [2.279, -5.720, -0.850], [3.424, -3.887, -2.121], [3.354, -1.567, -1.200]], "forces_ev_per_angstrom": [[-0.1, 0.0, 0.3], [0.0, 0.0, 0.0], [0.0, 0.0, 0.0], [0.0, 0.0, 0.0], [0.0, 0.0, 0.0], [0.0, 0.1, 0.0], [0.0, 0.0, -0.1], [0.0, 0.0, 0.0], [0.0, 0.0, 0.0], [0.0, 0.1, -0.1], [-0.1, 0.0, 0.0], [0.1, 0.0, 0.0], [0.0, 0.0, 0.0], [0.0, 0.0, 0.0], [0.0, 0.0, 0.1], [0.0, 0.0, 0.0], [0.0, 0.0, 0.0], [0.0, 0.0, 0.0], [0.0, 0.0, 0.0], [0.0, 0.0, 0.0], [0.1, 0.1, -0.1], [0.0, 0.0, 0.0], [0.0, 0.0, 0.0], [0.0, 0.0, 0.0], [0.0, 0.0, 0.0], [0.0, 0.0, 0.0], [0.0, 0.0, 0.0], [0.0, 0.0, 0.0], [0.0, 0.0, 0.0], [0.0, 0.0, 0.0], [0.0, 0.0, 0.0], [0.0, 0.0, 0.0], [0.0, 0.0, 0.0], [0.0, 0.0, 0.0], [0.0, 0.0, 0.1], [0.0, 0.0, 0.0], [0.0, 0.0, 0.0], [0.0, 0.0, 0.0], [0.1, -0.1, 0.1], [-0.1, 0.0, 0.0], [0.0, 0.0, 0.0], [0.0, -0.1, -0.1], [0.0, 0.1, 0.0], [0.1, 0.1, 0.0], [-0.1, 0.0, 0.0], [0.0, -0.1, 0.0], [0.0, 0.0, 0.0], [0.0, 0.0, 0.0], [0.0, 0.0, 0.0], [0.0, 0.0, 0.0], [0.0, 0.0, 0.0], [0.0, 0.0, 0.0], [0.0, 0.0, 0.0], [0.0, 0.0, 0.0], [0.0, 0.0, 0.0]]}



Entry 3:
{"formula": "C21H19ClCuNO2", "method": "ωB97M-V/def2-TZVPD", "s2": 0.755, "gap_ha": [0.247, 0.258], "multiplicity": 2, "homo_energy_ev": [-3.8, -4.1], "total_charge": -1, "elements": ["Cu", "N", "C", "C", "C", "C", "C", "C", "C", "C", "C", "C", "C", "C", "H", "H", "H", "H", "H", "H", "H", "H", "H", "H", "Cl", "C", "C", "C", "C", "C", "C", "C", "H", "H", "H", "H", "H", "H", "C", "O", "C", "O", "H", "H", "H"], "positions_angstrom": [[0.949, 0.140, 0.012], [0.319, 0.896, 3.112], [-0.932, 0.423, 2.796], [-1.578, -0.592, 3.552], [-2.917, -0.895, 3.283], [-3.653, -0.247, 2.293], [-3.021, 0.737, 1.488], [-1.708, 1.098, 1.762], [-0.964, 2.132, 0.932], [-1.571, 3.409, 0.883], [-0.870, 4.502, 0.392], [0.448, 4.344, -0.003], [1.069, 3.068, 0.046], [0.376, 1.945, 0.487], [0.880, 0.306, 3.691], [0.810, 1.374, 2.356], [-1.004, -1.071, 4.367], [-3.345, -1.713, 3.883], [-4.706, -0.363, 2.159], [-3.485, 1.095, 0.604], [-2.632, 3.463, 1.082], [-1.227, 5.510, 0.331], [1.017, 5.157, -0.450], [2.132, 3.018, -0.273], [4.354, -2.921, -5.420], [3.626, -2.486, -3.906], [3.975, -1.340, -3.264], [3.344, -0.958, -2.095], [2.464, -1.797, -1.418], [2.049, -1.511, -0.036], [1.924, -2.852, -2.198], [2.579, -3.275, -3.367], [4.740, -0.763, -3.795], [3.713, -0.066, -1.593], [2.856, -1.223, 0.626], [1.396, -2.273, 0.296], [0.979, -3.304, -1.826], [2.212, -4.106, -3.978], [-2.510, -1.889, -0.962], [-1.249, -1.398, -0.405], [-0.904, -0.075, -0.767], [-1.558, 0.664, -1.441], [-2.742, -1.430, -1.930], [-3.299, -1.739, -0.212], [-2.335, -2.995, -1.094]], "forces_ev_per_angstrom": [[-0.4, 0.3, 0.2], [0.1, 0.1, 0.0], [-2.0, 0.3, -0.2], [0.6, 1.0, -0.7], [0.0, -0.5, 0.4], [1.0, 1.0, -0.2], [0.9, -1.3, 1.7], [1.5, -0.6, -0.6], [-0.2, 1.4, 1.2], [0.3, -1.0, -0.6], [1.0, -0.1, -0.2], [0.7, -1.1, -0.2], [-0.2, 1.0, -0.2], [-0.4, 0.1, -0.1], [0.2, -0.2, 0.1], [-0.1, -0.3, 0.3], [-0.5, 0.1, -0.5], [-0.1, 0.6, -0.3], [-0.5, -0.6, -0.1], [-0.5, 0.6, -0.5], [0.0, 0.3, 0.5], [-0.8, 0.2, 0.0], [-0.2, 0.1, 0.3], [-0.8, -0.2, 0.1], [0.2, -0.2, -0.2], [-1.5, -1.5, 0.8], [0.7, 0.9, -0.8], [1.4, 0.0, 0.4], [-0.5, 0.3, -0.1], [-0.2, 0.7, -1.5], [0.2, -0.5, -0.1], [-0.5, 0.8, -0.4], [-0.3, 0.3, 0.6], [-0.2, 0.0, 0.0], [0.3, -0.3, 0.2], [-0.4, -0.9, 0.9], [1.0, -0.1, -0.3], [0.0, 0.2, 0.4], [0.9, -1.1, 0.5], [-1.1, 0.9, -1.2], [1.3, -1.3, 0.3], [-0.7, -0.6, -0.2], [0.1, 0.0, 0.4], [0.1, 0.1, -0.4], [-0.3, 1.1, 0.1]]}



Entry 4:
{"formula": "C21H19FIN2O5PrS", "method": "ωB97M-V/def2-TZVPD", "s2": 2.002, "gap_ha": [0.291, 0.292], "multiplicity": 3, "relative_energy_ev": 0.0000, "homo_energy_ev": [-8.5, -8.5], "elements": ["Pr", "C", "C", "N", "C", "C", "C", "O", "C", "C", "N", "C", "C", "C", "C", "C", "C", "I", "C", "O", "H", "H", "H", "H", "H", "H", "H", "H", "H", "H", "H", "H", "F", "C", "C", "C", "C", "C", "C", "H", "H", "H", "H", "C", "S", "O", "O", "O", "H", "H", "H"], "positions_angstrom": [[-0.095, -0.162, -1.000], [0.205, 4.469, -0.866], [0.015, 3.942, 0.504], [-0.280, 4.780, 1.432], [-0.422, 4.306, 2.689], [-0.426, 2.997, 3.002], [-0.515, 2.649, 4.486], [0.517, 1.776, 4.958], [-0.111, 2.054, 2.070], [-0.175, 0.653, 2.359], [-0.329, -0.218, 1.520], [-0.368, -1.502, 2.144], [0.722, -1.957, 2.892], [0.676, -3.149, 3.504], [-0.441, -3.978, 3.261], [-1.482, -3.607, 2.497], [-1.469, -2.317, 1.932], [-3.045, -1.789, 0.649], [0.130, 2.538, 0.776], [0.433, 1.750, -0.258], [1.307, 4.696, -0.931], [-0.288, 5.406, -1.039], [0.097, 3.665, -1.647], [-0.748, 5.032, 3.431], [-1.443, 2.172, 4.826], [-0.570, 3.622, 5.007], [1.356, 2.162, 4.741], [-0.179, 0.428, 3.426], [1.598, -1.372, 2.986], [1.508, -3.634, 4.077], [-0.400, -4.969, 3.549], [-2.234, -4.260, 2.210], [-0.115, -1.151, -7.180], [-0.233, -0.708, -5.897], [0.603, 0.342, -5.501], [0.440, 0.841, -4.180], [-0.579, 0.384, -3.341], [-1.347, -0.685, -3.891], [-1.242, -1.174, -5.156], [1.408, 0.640, -6.155], [1.035, 1.802, -3.954], [-2.171, -1.033, -3.253], [-1.947, -1.943, -5.633], [1.282, -3.261, -2.749], [1.362, -2.741, -1.026], [2.213, -3.646, -0.302], [-0.037, -2.614, -0.610], [1.915, -1.339, -1.072], [1.527, -4.303, -2.873], [2.028, -2.618, -3.287], [0.315, -2.976, -3.133]], "forces_ev_per_angstrom": [[-0.6, -0.2, -0.6], [2.3, -1.2, -1.1], [-0.2, -1.2, -0.6], [-0.2, 0.9, 1.6], [-1.1, 1.6, -0.6], [0.6, -0.2, 3.1], [-0.7, 0.4, 0.4], [-0.8, 0.3, 0.1], [0.3, 0.2, -2.7], [0.2, 3.7, 3.4], [-0.3, -3.9, -1.9], [-0.8, -0.5, -0.9], [-0.3, 1.0, -0.2], [-0.3, -3.0, 0.7], [1.5, 0.9, 0.4], [0.2, 2.5, -1.0], [0.3, -0.6, 0.4], [0.3, 0.2, 0.1], [0.2, -0.2, -1.1], [0.1, 1.0, 1.1], [-0.8, 0.0, -0.1], [-0.6, 0.1, -0.1], [-0.4, 1.1, 0.7], [0.4, 0.0, 0.0], [0.1, -0.2, -0.6], [0.5, -0.4, 0.1], [0.7, 0.4, -0.1], [0.1, -0.2, -0.1], [0.6, 0.8, -0.1], [-0.7, 1.0, -0.6], [0.1, -1.9, 1.0], [-1.3, -1.2, -0.2], [0.2, -0.1, 0.2], [1.8, 1.8, -1.8], [-0.2, -0.9, 1.2], [0.6, 1.7, -1.4], [-0.1, -0.9, -0.4], [-0.7, 1.1, 2.1], [-2.1, -2.4, -0.7], [-0.1, 0.3, -0.1], [-0.7, -1.7, 0.0], [0.1, -0.3, -0.3], [1.1, 1.2, 1.0], [1.2, 1.5, -0.1], [2.0, -1.0, -0.8], [-0.7, 0.3, -0.1], [-0.7, -0.1, 0.3], [-0.1, -0.3, -0.1], [-0.1, -0.3, 0.1], [-0.5, -0.8, 0.5], [-0.4, -0.2, -0.1]]}



F_max in eV/Å, matching the order above: 2.178 0.264 2.378 5.013
E_tot in eV, matching the order above: -197787.3954 -92782.0531 -84831.3436 -71025.3344